A 2-piece molecular cluster, C9H16OSi overall. Source: the OMol25 dataset; level of theory: ωB97M-V/def2-TZVPD.

Each line ends with the Löwdin charge.
Element x y z (Å)
C1 0.619 3.031 -1.407  -0.07
C2 1.069 1.828 -1.867  0.06
C3 1.104 3.088 -2.731  -0.45
C4 -1.671 -1.388 1.381  -0.08
C5 -0.290 0.607 2.045  -0.09
C6 -1.723 0.672 0.060  -0.11
C7 2.393 -1.053 0.413  -0.21
C8 0.303 -2.198 -1.510  -0.18
C9 -0.802 -0.231 0.873  -0.60
O1 1.250 3.558 -3.863  0.00
Si1 0.671 -0.817 -0.341  0.91
H1 0.167 3.563 -0.670  0.05
H2 -2.599 -1.055 1.871  0.11
H3 -1.889 -1.961 0.509  0.06
H4 -1.133 -2.041 1.964  0.05
H5 -1.054 1.121 2.615  0.09
H6 0.344 1.380 1.800  0.06
H7 0.114 -0.045 2.724  0.05
H8 -1.189 1.363 -0.524  0.02
H9 -2.453 0.160 -0.642  0.12
H10 -2.272 1.203 0.711  0.04
H11 2.507 -1.898 1.003  -0.01
H12 3.167 -1.291 -0.280  0.01
H13 2.746 -0.095 1.056  0.09
H14 0.446 -3.212 -1.045  0.07
H15 -0.662 -2.011 -1.707  -0.03
H16 0.835 -2.278 -2.435  0.04

Calculated values
Frontier orbital gap (spin up / spin down), eV: 6.716 / 6.719
Highest occupied orbital energy (spin up / spin down), eV: -7.35 / -7.35
2S+1: 1
Total charge: 0



C9H17AsClN2O4S5SbW as an isolated structure. Source: the OMol25 dataset; level of theory: ωB97M-V/def2-TZVPD.

Each line ends with the Löwdin spin population.
Element x y z (Å)
W1 1.036 -0.345 0.730  1.51
S1 3.970 1.055 4.154  0.05
Sb1 2.566 -0.640 3.838  0.06
S2 0.434 0.448 2.749  -0.02
S3 2.786 -1.632 1.614  0.18
S4 1.987 -2.199 5.338  0.08
C1 -2.336 -2.086 0.659  0.00
As1 -0.537 -2.269 1.369  0.01
C2 -0.927 -2.613 3.220  0.00
C3 0.009 -4.020 0.743  0.00
H1 -2.944 -2.928 0.986  0.00
H2 -2.307 -2.050 -0.428  0.00
H3 -2.766 -1.161 1.044  0.00
H4 -1.532 -3.517 3.278  0.00
H5 -1.475 -1.766 3.628  0.00
H6 -0.002 -2.738 3.784  0.00
H7 -0.731 -4.760 1.043  0.00
H8 0.971 -4.240 1.205  0.00
H9 0.120 -4.024 -0.339  0.00
O1 2.138 1.782 0.648  0.02
Cl1 2.853 1.634 -0.636  0.00
O2 4.236 1.837 -0.482  0.00
O3 2.269 2.497 -1.617  0.00
O4 2.551 0.229 -1.010  0.01
C4 -1.021 2.480 -4.555  0.00
C5 -0.841 1.977 -3.165  0.02
C6 -1.012 2.717 -2.033  0.00
C7 -0.701 2.148 -0.785  0.02
N1 -0.303 0.878 -0.701  0.02
C8 -0.195 0.121 -1.815  0.02
S5 0.324 -1.467 -1.635  0.01
N2 -0.446 0.686 -3.021  0.00
C9 -0.819 2.933 0.469  0.00
H10 -1.443 3.481 -4.547  0.00
H11 -1.680 1.823 -5.124  0.00
H12 -0.054 2.516 -5.059  0.00
H13 -1.322 3.748 -2.097  0.00
H14 -0.275 0.113 -3.837  0.00
H15 -0.920 3.995 0.257  0.00
H16 0.041 2.759 1.112  0.00
H17 -1.703 2.596 1.017  0.00

Calculated values
Frontier orbital gap (spin up / spin down), eV: 5.706 / 5.835
Highest occupied orbital energy (spin up / spin down), eV: -7.34 / -7.57
Expectation value of S²: 2.0288
2S+1: 3
Total charge: 0



Calculated values (eV) of calculated total energy for the records, taken in order: -19511.5178 -156674.3339.
Calculated values (kJ/mol) of energy relative to the best compared isomer or geometry (same formula, charge and spin) for the records, taken in order: 471.18 0.00.